(1)
Formula: C34H53CuN4OP2S
Source: OMol25
Level of theory: ωB97M-V/def2-TZVPD

HOMO-LUMO gap (spin up / spin down): 6.06 / 4.78 eV
spin multiplicity: 2
LUMO level (spin up / spin down): -2.35 / -3.60 eV
total charge: +1
expectation value of S²: 0.765
energy relative to the best compared isomer or geometry (same formula, charge and spin): 2.281 eV
E: -118170.6961 eV
HOMO energy (spin up / spin down): -8.41 / -8.38 eV

```
96
C34H53CuN4OP2S (ωB97M-V/def2-TZVPD)
C 1.43754 -2.05199 -1.93721
C 0.24363 -0.26491 -2.88779
C 1.77629 -2.56952 -3.18507
C 0.69072 -0.68160 -4.17914
C 1.46513 -1.81331 -4.31881
H 2.29772 -3.51843 -3.23336
H 0.35283 -0.10156 -5.03069
H 1.79847 -2.14830 -5.29859
N 0.85375 -0.85254 -1.79946
P 2.05210 -1.60656 0.68114
P -1.61004 1.47856 -1.45475
C 1.69570 -2.83362 -0.64717
H 0.79632 -3.41486 -0.36293
H 2.50842 -3.55599 -0.78115
C -0.83570 0.65218 -2.79094
H -1.11413 1.08169 -3.76185
C -3.48382 1.34099 -1.92436
C -1.08591 3.36111 -1.27064
C 1.67863 -2.56534 2.24000
C 3.88257 -1.23069 0.32575
C -4.22505 1.09132 -0.59968
H -4.09867 1.91875 0.11096
H -5.29806 0.98104 -0.80857
H -3.87482 0.16947 -0.12247
C -4.02698 2.59354 -2.62414
H -3.98204 3.49770 -2.00807
H -3.51125 2.77650 -3.57495
H -5.09020 2.42146 -2.85997
C -3.72450 0.14924 -2.86031
H -4.81008 0.03385 -3.00518
H -3.25719 0.29633 -3.84039
H -3.34662 -0.78053 -2.42493
C -2.00810 4.00085 -0.21704
H -1.93431 3.46060 0.73832
H -1.69095 5.04065 -0.04361
H -3.06328 4.02429 -0.51227
C 0.35192 3.44333 -0.74427
H 0.43182 3.03175 0.26806
H 1.06014 2.91329 -1.39308
H 0.65173 4.50307 -0.69804
C -1.11820 4.08487 -2.61947
H -2.12659 4.20268 -3.02943
H -0.70149 5.09484 -2.48148
H -0.49813 3.56318 -3.35765
C 4.56248 -0.73217 1.60753
H 5.58754 -0.42216 1.35065
H 4.04295 0.14608 2.01174
H 4.63992 -1.51312 2.37479
C 3.92050 -0.09404 -0.71569
H 3.44459 -0.38427 -1.65936
H 3.42840 0.80734 -0.32783
H 4.97324 0.15126 -0.92451
C 4.64969 -2.43489 -0.23747
H 5.71769 -2.16823 -0.26368
H 4.54949 -3.33540 0.38257
H 4.35269 -2.66923 -1.26781
C 0.19703 -2.99886 2.21886
H -0.00618 -3.77528 1.47122
H -0.05707 -3.41143 3.20626
H -0.47021 -2.14615 2.02614
C 1.88115 -1.64664 3.45893
H 1.20065 -0.78500 3.42697
H 1.65565 -2.23363 4.36077
H 2.90903 -1.27799 3.54766
C 2.60124 -3.78674 2.31113
H 2.49078 -4.44460 1.43836
H 3.65856 -3.50984 2.41792
H 2.32239 -4.36961 3.20114
Cu 0.60585 -0.05605 0.07707
C 1.22441 1.14371 1.49825
O 2.33073 1.65139 1.59688
N -1.29323 -0.61587 -0.09985
C -1.96198 -1.40430 -0.68735
C -2.78024 -2.58293 -0.71357
C -3.32061 -2.99414 0.51733
C -3.05088 -3.32383 -1.88658
C -4.19305 -4.08069 0.58003
H -3.06005 -2.43870 1.42383
C -3.93887 -4.40126 -1.82051
H -2.56583 -3.04396 -2.82443
C -4.51153 -4.77331 -0.59518
H -4.62432 -4.37321 1.54053
H -4.19100 -4.95118 -2.73085
H -5.21050 -5.61017 -0.55073
S -0.17778 1.63000 2.58732
C 0.53859 2.96457 3.50445
N -0.00001 4.18656 3.59154
C 0.83456 5.09315 4.35960
C 2.00812 4.21508 4.77121
N 1.69508 2.93761 4.17054
H -0.90047 4.41061 3.18040
H 0.28453 5.47312 5.22281
H 1.15846 5.93440 3.74150
H 2.08454 4.11410 5.85728
H 2.95967 4.59653 4.38792
H 2.29426 2.11591 4.20894
```


(2)
Formula: C6H8O2
Source: OMol25
Level of theory: ωB97M-V/def2-TZVPD

HOMO-LUMO gap: 9.34 eV
LUMO level: 0.42 eV
SMILES string: C[C@@H]1C[C@@]2(C=O)O[C@H]12
energy relative to the best compared isomer or geometry (same formula, charge and spin): 4.072 eV
E: -10442.6546 eV
HOMO energy: -8.92 eV

```
16
C6H8O2 (ωB97M-V/def2-TZVPD)
C -0.83788 -2.32252 -0.99662
C 0.12165 -0.65599 0.90209
C -0.18827 0.84451 0.45492
C -0.13389 0.41012 -1.04560
C 0.05681 -1.23179 -0.49467
C 0.72728 2.05053 0.67674
O -1.53045 -2.95857 -0.22147
O 0.95636 -0.48685 -1.25500
H -0.78307 -2.65528 -1.97513
H 1.22645 -0.85673 1.18047
H -0.57348 -0.98990 1.75765
H -1.16109 0.95618 0.70121
H -0.74239 0.85013 -1.86689
H 1.44563 2.17222 -0.16228
H 1.27238 2.01920 1.64197
H 0.14395 2.85473 0.70263
```


(3)
Formula: C24H23ClN4O4
Source: OMol25
Level of theory: ωB97M-V/def2-TZVPD

HOMO-LUMO gap: 8.83 eV
LUMO level: 0.46 eV
SMILES string: C=C(C)C(=O)Nc1cccc(C2=NO[C@]3(C2)C[C@@H](C(N)=O)N(C(=O)c2ccc(Cl)cc2)C3)c1
energy relative to the best compared isomer or geometry (same formula, charge and spin): 0.958 eV
E: -51934.6143 eV
HOMO energy: -8.36 eV

```
56
C24H23ClN4O4 (ωB97M-V/def2-TZVPD)
C 2.08604 -3.53793 5.68999
C 3.16262 -2.97688 5.14846
C 4.52719 -3.10930 5.75777
H 4.46773 -3.72097 6.65476
H 4.92825 -2.13599 6.04350
H 5.22137 -3.59110 5.06855
C 2.96603 -2.19833 3.88427
O 1.87142 -2.07500 3.37219
N 4.10836 -1.64817 3.37332
C 4.26338 -0.87096 2.22361
C 3.25520 -0.71909 1.27919
C 3.46686 0.07505 0.15496
C 4.69569 0.71234 -0.02698
C 5.69931 0.54538 0.90638
C 5.49165 -0.24032 2.02589
H 6.28237 -0.36579 2.75304
H 6.65376 1.03039 0.76626
H 4.83874 1.32386 -0.90252
C 2.41237 0.23874 -0.82624
N 2.50736 1.04290 -1.81209
O 1.38789 1.01614 -2.58543
C 0.43736 0.05969 -2.07281
C 0.11330 -0.99038 -3.14530
C -1.30099 -1.44084 -2.80476
N -1.90447 -0.26569 -2.17999
C -3.23098 -0.10053 -2.06305
O -4.03922 -0.97462 -2.35099
C -3.66319 1.23376 -1.53824
C -4.04315 1.36564 -0.20879
C -4.48252 2.58489 0.27469
C -4.55048 3.67158 -0.58300
C -4.18791 3.55025 -1.91557
C -3.74377 2.32924 -2.38910
H -3.47095 2.22522 -3.42877
H -4.25503 4.40209 -2.57361
Cl -5.09950 5.19623 0.01472
H -4.77499 2.69196 1.30727
H -3.99597 0.51105 0.44941
C -0.92008 0.74477 -1.85056
H -1.04922 1.10109 -0.82544
H -0.99361 1.60400 -2.52727
H -1.88870 -1.71587 -3.68835
C -1.28871 -2.67143 -1.86323
O -0.26110 -3.19590 -1.49139
N -2.51385 -3.10408 -1.54816
H -2.60859 -3.89490 -0.93188
H -3.33530 -2.59668 -1.86629
H 0.81020 -1.82608 -3.12222
H 0.15367 -0.51148 -4.12377
C 1.09494 -0.49645 -0.80202
H 1.22719 -1.57767 -0.84698
H 0.52842 -0.25881 0.09964
H 2.31361 -1.21627 1.43474
H 4.95379 -1.75716 3.91369
H 2.13001 -4.11823 6.59557
H 1.12381 -3.42166 5.22118
```


(4)
Formula: C33H48O21
Source: OMol25
Level of theory: ωB97M-V/def2-TZVPD

HOMO-LUMO gap: 7.99 eV
LUMO level: 0.35 eV
SMILES string: Oc1ccc(O)cc1.Oc1ccc(O)cc1.Oc1ccc(O)cc1.COC(=O)OC.COC(=O)OC.COC(=O)OC.COC(=O)OC.COC(=O)OC
energy relative to the best compared isomer or geometry (same formula, charge and spin): 0.000 eV
E: -77995.9636 eV
HOMO energy: -7.64 eV

```
102
C33H48O21 (ωB97M-V/def2-TZVPD)
C -5.87212 22.12072 3.88691
C -6.31556 21.07146 4.69233
C -5.47837 20.40722 5.58287
C -4.10967 20.59603 5.53131
C -3.65584 21.57355 4.63459
C -4.51790 22.30365 3.78739
O -3.96148 23.18843 2.93475
O -6.05193 19.50419 6.44038
H -6.55828 22.71423 3.29906
H -7.37648 20.84742 4.69039
H -3.41804 20.01672 6.13847
H -2.58212 21.77607 4.60978
H -4.64532 23.72633 2.52398
H -5.38085 19.14935 7.02768
C -18.66053 24.63289 -1.81662
C -18.13755 23.70359 -0.97851
C -16.75866 23.66162 -0.68963
C -15.90939 24.63725 -1.23864
C -16.48581 25.60316 -2.03976
C -17.84635 25.64113 -2.35132
O -18.35533 26.53988 -3.18809
O -16.26118 22.70042 0.16501
H -19.71044 24.61391 -2.00140
H -18.75489 22.89645 -0.57241
H -14.84881 24.60069 -1.01153
H -15.91439 26.42038 -2.48079
H -19.27223 26.37699 -3.41973
H -16.91194 21.98447 0.13435
C -11.85443 20.50871 1.96689
C -12.86373 21.28549 1.47212
C -12.68087 22.68913 1.47481
C -11.49377 23.20580 1.98733
C -10.54132 22.38688 2.58314
C -10.68732 21.00248 2.49233
O -9.60592 20.30332 2.95047
O -13.65380 23.50273 1.08736
H -11.86284 19.42775 1.85828
H -13.73970 20.76391 1.11882
H -11.37311 24.27748 2.01732
H -9.60187 22.77949 2.95847
H -9.79874 19.34386 3.04916
H -14.50739 23.08743 0.88553
C -7.18617 21.56065 0.40840
O -6.69051 22.83467 0.76942
C -5.54442 23.21669 0.11253
O -5.02614 22.60556 -0.79694
O -5.16748 24.39471 0.60265
C -3.85541 24.83682 0.03115
H -6.91520 20.79393 1.15432
H -6.79262 21.20729 -0.55878
H -8.27091 21.58944 0.35489
H -3.12217 24.06536 0.21791
H -3.59772 25.77429 0.53273
H -3.99197 24.94694 -1.04245
C -10.60460 26.92327 1.33361
O -10.65255 26.66925 2.75362
C -11.53603 27.50524 3.30894
O -12.17231 28.33792 2.72787
O -11.67269 27.24562 4.60737
C -12.59915 28.09712 5.35126
H -9.76528 26.37816 0.90341
H -10.48179 27.99221 1.13453
H -11.51953 26.57080 0.86720
H -12.97993 27.42265 6.11856
H -13.38838 28.51279 4.72219
H -12.04444 28.89853 5.83266
C -9.17252 24.36000 7.61701
O -9.30194 22.90075 7.76833
C -10.31169 22.33696 7.17496
O -10.58643 21.17038 7.27034
O -11.04454 23.17783 6.40488
C -12.13820 22.52978 5.76605
H -10.08313 24.83042 7.94828
H -8.99594 24.59879 6.55669
H -8.30712 24.65264 8.19950
H -12.46094 23.19351 4.95696
H -12.97194 22.41468 6.46128
H -11.85140 21.55743 5.33929
C -7.98424 17.74176 4.29234
O -8.84736 16.60295 4.55692
C -10.09593 16.77913 4.18078
O -10.51308 17.75732 3.63947
O -10.80296 15.66633 4.52880
C -12.22825 15.76992 4.38037
H -6.96838 17.49219 4.63426
H -8.32100 18.60732 4.85766
H -7.96958 17.94773 3.21650
H -12.67578 16.43137 5.12720
H -12.62604 14.75736 4.52285
H -12.57148 16.09600 3.39809
C -13.89159 19.06324 4.76194
O -14.86887 19.87819 4.11381
C -15.68538 20.46332 5.00140
O -15.57967 20.18741 6.16182
O -16.66104 21.21695 4.48158
C -16.64478 21.52732 3.08235
H -13.23610 18.70330 3.96154
H -14.36121 18.20933 5.27027
H -13.31503 19.59611 5.51077
H -15.70722 21.28705 2.57989
H -16.76305 22.62060 2.96517
H -17.45904 21.02856 2.59276
```


(5)
Formula: C4H7N2
Source: OMol25
Level of theory: ωB97M-V/def2-TZVPD

HOMO-LUMO gap: 10.54 eV
LUMO level: -4.66 eV
total charge: +1
SMILES string: C/[NH+]=C1/[C@@H]2CN12
energy relative to the best compared isomer or geometry (same formula, charge and spin): 5.598 eV
E: -7230.1407 eV
HOMO energy: -15.21 eV

```
13
C4H7N2 (ωB97M-V/def2-TZVPD)
C -0.26742 0.21330 -0.12615
C -2.32492 -0.30723 0.28618
C -1.52926 0.72972 -0.29093
C 2.30473 -0.43640 -0.02861
N -1.12118 -0.82727 -0.42165
N 1.18045 0.49113 -0.14387
H -2.31938 -0.30538 1.42471
H -3.35537 -0.31339 -0.10143
H -1.74599 1.57428 -0.95378
H 3.05337 -0.09389 0.84218
H 1.83304 -1.45257 0.40063
H 2.93006 -0.70549 -0.99173
H 1.36187 1.43319 0.10445
```


(6)
Formula: C11H7Cl16NO2
Source: OMol25
Level of theory: ωB97M-V/def2-TZVPD

HOMO-LUMO gap: 8.19 eV
LUMO level: -1.82 eV
SMILES string: NCC1=CC(=O)C=CC1=O.ClC(Cl)(Cl)Cl.ClC(Cl)(Cl)Cl.ClC(Cl)(Cl)Cl.ClC(Cl)(Cl)Cl
E: -217455.9909 eV
HOMO energy: -10.01 eV

```
37
C11H7Cl16NO2 (ωB97M-V/def2-TZVPD)
N -2.43018 0.50202 -0.01870
C -1.18319 -0.35152 -0.31643
C 0.14263 0.47884 0.17470
C 0.98059 -0.13543 1.27384
C 2.29054 0.71399 1.81331
O 3.41846 0.18649 2.29772
C 2.12109 2.37714 1.77633
C 1.29209 2.98460 0.69009
C 0.65268 1.93083 -0.41999
O 0.61019 2.26922 -1.73726
H -2.19847 1.01735 0.87072
H -3.19275 -0.17527 0.26932
H -1.27798 -1.30156 0.36106
H -1.17544 -0.66054 -1.44701
H 0.70208 -1.18643 1.74094
H 2.62514 3.01992 2.61985
H 1.08023 4.13105 0.58941
C -1.67298 0.73920 -4.41703
Cl -3.09372 -0.23512 -4.87164
Cl -0.33257 -0.34217 -3.96055
Cl -1.17758 1.74807 -5.79961
Cl -2.08796 1.78615 -3.03640
C 0.20741 0.42693 5.68532
Cl -1.48046 0.61286 6.22475
Cl 0.27300 0.49266 3.90605
Cl 1.19669 1.74375 6.36509
Cl 0.84057 -1.14145 6.24543
C 3.67109 -4.46361 5.81510
Cl 2.58203 -4.28104 7.21333
Cl 3.43168 -6.06948 5.08142
Cl 3.30902 -3.20080 4.61135
Cl 5.36169 -4.30299 6.35413
C -3.09715 0.13727 -9.19096
Cl -2.97408 0.72597 -10.86808
Cl -3.95673 -1.42322 -9.17078
Cl -1.46246 -0.07642 -8.51501
Cl -3.99520 1.32273 -8.20982
```